Record 1
ORCA calculation (the ωB97M-V functional and the def2-TZVPD basis) on C34H51CoN4OP2 as an isolated structure at a distorted geometry.

Output
max |F|	8.767	eV/A
total charge	+1
calculated total energy	-3685.6664	hartree
⟨S²⟩	3.80
energy above the lowest of the compared OMol25 structures with the same formula, charge and spin	0.00	kJ/mol
LUMO energy (spin up / spin down)	-2.1 / -3.5	eV
multiplicity	4
orbital gap (spin up / spin down)	7.25 / 7.21	eV

Last column: Mulliken spin population.
Geometry (Å):
C 2.08 -2.03 -0.80  0.01
C 1.69 0.08 -1.71  -0.02
C 2.98 -2.36 -1.82  0.01
C 2.52 -0.20 -2.80  0.00
C 3.17 -1.44 -2.85  0.00
H 3.49 -3.32 -1.77  0.00
H 2.65 0.56 -3.57  0.00
H 3.84 -1.67 -3.69  0.00
N 1.56 -0.80 -0.72  0.04
P -0.05 -2.47 0.92  0.04
P 0.80 2.08 0.11  0.02
C 1.60 -3.00 0.25  0.02
H 1.58 -4.02 -0.17  0.00
H 2.33 -3.02 1.08  0.00
C 0.77 1.27 -1.60  -0.01
H 0.97 2.01 -2.39  0.00
C -0.44 3.54 -0.14  0.07
C 2.54 2.79 0.29  0.04
C -1.22 -3.26 -0.35  0.02
C -0.11 -3.41 2.57  0.01
C -1.81 3.15 0.45  0.01
H -1.75 2.99 1.53  0.00
H -2.52 3.96 0.25  0.00
H -2.21 2.23 -0.01  0.00
C 0.03 4.77 0.64  0.01
H 0.18 4.55 1.70  0.00
H 0.95 5.21 0.22  0.00
H -0.75 5.54 0.57  0.00
C -0.66 3.92 -1.61  0.01
H -1.28 4.83 -1.63  0.00
H 0.26 4.15 -2.16  0.00
H -1.21 3.14 -2.16  0.00
C 2.65 3.39 1.71  0.01
H 2.00 2.88 2.44  -0.01
H 3.69 3.26 2.07  0.00
H 2.43 4.46 1.73  0.00
C 3.62 1.71 0.15  0.00
H 3.46 0.87 0.82  0.00
H 3.70 1.34 -0.88  0.00
H 4.58 2.17 0.42  0.00
C 2.78 3.85 -0.82  0.00
H 1.98 3.94 -1.55  0.00
H 2.97 4.84 -0.38  0.00
H 3.68 3.57 -1.38  0.00
C -1.50 -3.25 3.20  0.01
H -1.43 -3.50 4.27  0.00
H -1.88 -2.22 3.13  -0.01
H -2.24 -3.94 2.76  0.00
C 0.91 -2.80 3.55  0.01
H 1.94 -2.87 3.18  0.00
H 0.68 -1.76 3.80  0.00
H 0.84 -3.38 4.48  0.00
C 0.24 -4.90 2.40  0.00
H 0.69 -5.26 3.34  0.00
H -0.65 -5.52 2.23  0.00
H 0.98 -5.10 1.61  0.00
C -1.05 -2.64 -1.76  0.00
H -1.24 -3.41 -2.52  0.00
H -1.76 -1.82 -1.91  0.00
H -0.05 -2.25 -1.95  0.00
C -2.65 -3.00 0.12  0.01
H -2.84 -1.92 0.24  0.00
H -3.35 -3.38 -0.65  0.00
H -2.89 -3.51 1.06  0.00
C -0.96 -4.77 -0.48  0.00
H 0.07 -5.00 -0.77  0.00
H -1.21 -5.33 0.43  0.00
H -1.61 -5.17 -1.28  0.00
Co -0.11 -0.07 0.94  2.37
C 1.34 -0.09 1.88  0.03
O 2.29 -0.14 2.58  -0.01
N -1.23 0.23 -0.58  0.35
C -0.71 0.72 -1.65  -0.11
C -1.41 0.78 -2.99  0.02
C -2.81 0.70 -2.98  0.01
C -0.71 0.95 -4.20  -0.01
C -3.52 0.89 -4.16  0.01
H -3.31 0.52 -2.02  0.00
C -1.42 1.11 -5.39  0.00
H 0.38 0.96 -4.22  0.00
C -2.82 1.09 -5.37  -0.01
H -4.61 0.88 -4.15  0.00
H -0.88 1.24 -6.33  0.00
H -3.37 1.22 -6.30  0.00
N -2.23 0.18 3.03  -0.01
C -2.63 0.85 4.14  0.00
C -1.63 1.77 4.42  0.01
C -0.64 1.60 3.46  0.00
N -1.02 0.62 2.59  0.04
H -2.74 -0.56 2.57  0.00
H -3.53 0.60 4.67  0.00
H -1.62 2.48 5.24  0.00
H 0.32 2.11 3.38  0.00

***

Record 2
ORCA calculation (the ωB97M-V functional and the def2-TZVPD basis) on a 7-piece molecular cluster, C34H51F6O21PS overall at a distorted geometry.

Output
max |F|	3.746	eV/A
calculated total energy	-4244.8827	hartree
SMILES	CCCCCCCCCCCCCCCOC(=O)O[PH2]=S.O=C1OC[C@@H](F)O1.O=C1OC[C@@H](F)O1.O=C1OC[C@@H](F)O1.O=C1OC[C@@H](F)O1.O=C1OC[C@@H](F)O1.O=C1OC[C@@H](F)O1
LUMO energy	0.2	eV
orbital gap	9.29	eV

Last column: Löwdin charge in e.
Geometry (Å):
C 2.58 -2.10 -0.94  -0.12
C 1.83 -1.14 0.12  -0.23
C 0.22 -1.19 -0.01  -0.22
C -0.53 -1.64 1.34  -0.19
C -1.01 -0.34 2.18  -0.20
C -2.56 -0.31 2.56  -0.20
C -3.53 0.28 1.43  -0.20
C -3.52 -0.50 0.04  -0.19
C -4.28 0.44 -1.04  -0.20
C -3.26 1.48 -1.77  -0.21
C -3.44 2.97 -1.22  -0.19
C -2.02 3.68 -0.85  -0.20
C -1.26 2.84 0.27  -0.19
C 0.23 3.34 0.61  -0.15
C 0.78 4.52 -0.31  -0.16
O 1.04 4.14 -1.69  -0.03
C 2.11 3.25 -1.79  -0.52
O 2.89 2.92 -0.89  0.10
O 2.36 2.73 -3.11  -0.25
P 1.14 1.62 -3.59  0.40
S -0.55 2.44 -4.09  0.21
H 3.50 -2.53 -0.39  0.07
H 1.88 -2.97 -1.22  0.05
H 2.95 -1.52 -1.85  0.07
H 2.11 -1.50 1.16  0.10
H 2.19 -0.06 -0.06  0.09
H -0.02 -1.99 -0.81  0.11
H -0.13 -0.15 -0.38  0.07
H -1.47 -2.23 1.08  0.10
H 0.23 -2.22 1.95  0.10
H -0.43 -0.39 3.18  0.11
H -0.62 0.58 1.64  0.08
H -2.89 -1.33 2.94  0.11
H -2.65 0.41 3.46  0.11
H -4.60 0.19 1.85  0.12
H -3.37 1.38 1.20  0.08
H -2.49 -0.73 -0.38  0.09
H -4.18 -1.43 0.18  0.10
H -4.70 -0.24 -1.87  0.08
H -5.15 1.01 -0.56  0.11
H -3.61 1.49 -2.87  0.10
H -2.19 1.10 -1.79  0.07
H -3.87 3.60 -2.08  0.11
H -4.15 2.96 -0.31  0.10
H -2.29 4.70 -0.42  0.08
H -1.48 3.79 -1.84  0.06
H -1.86 2.90 1.24  0.11
H -1.18 1.75 -0.05  0.07
H 0.90 2.42 0.63  0.10
H 0.22 3.73 1.70  0.13
H 1.76 4.88 0.16  0.14
H 0.06 5.40 -0.21  0.13
H 0.96 0.64 -2.56  0.00
H 1.66 0.99 -4.78  0.00
O 1.53 -4.99 -0.69  0.13
C 2.55 -5.52 -0.39  -0.53
O 2.98 -5.69 0.89  0.09
C 4.16 -6.48 0.82  -0.06
C 4.64 -6.23 -0.57  -0.33
F 5.27 -7.32 -1.08  0.08
O 3.44 -6.04 -1.29  0.14
H 3.91 -7.53 1.00  0.15
H 4.89 -6.17 1.57  0.12
H 5.28 -5.35 -0.68  0.16
O 8.48 -8.29 3.92  0.19
C 8.44 -7.50 3.04  -0.53
O 9.47 -7.24 2.19  0.08
C 8.98 -6.35 1.20  -0.06
C 7.82 -5.70 1.90  -0.31
F 6.84 -5.38 1.02  0.05
O 7.35 -6.73 2.75  0.13
H 8.67 -6.91 0.31  0.15
H 9.74 -5.63 0.91  0.15
H 8.09 -4.83 2.50  0.18
O -0.08 -7.10 -6.38  0.16
C -0.20 -6.94 -5.20  -0.54
O 0.13 -5.79 -4.55  0.08
C -0.28 -5.96 -3.20  -0.06
C -0.30 -7.44 -3.05  -0.32
F -1.25 -7.84 -2.18  0.08
O -0.66 -7.89 -4.35  0.14
H -1.27 -5.51 -3.06  0.14
H 0.42 -5.48 -2.52  0.11
H 0.67 -7.88 -2.77  0.17
O -1.81 5.95 1.51  0.16
C -2.19 7.04 1.20  -0.52
O -2.96 7.29 0.11  0.08
C -3.30 8.67 0.16  -0.06
C -2.20 9.24 1.00  -0.32
F -2.64 10.29 1.73  0.08
O -1.89 8.18 1.88  0.13
H -4.29 8.79 0.62  0.15
H -3.33 9.11 -0.84  0.15
H -1.31 9.52 0.44  0.18
O -3.85 -5.28 -1.80  0.17
C -4.67 -4.52 -2.19  -0.53
O -4.50 -3.67 -3.24  0.07
C -5.74 -3.02 -3.46  -0.07
C -6.40 -3.14 -2.12  -0.33
F -7.74 -3.24 -2.25  0.08
O -5.90 -4.37 -1.63  0.14
H -6.29 -3.55 -4.25  0.15
H -5.60 -1.99 -3.76  0.14
H -6.15 -2.34 -1.43  0.16
O 2.51 10.45 6.72  0.18
C 1.78 9.86 5.98  -0.53
O 0.44 10.10 5.87  0.08
C -0.03 9.29 4.80  -0.07
C 0.99 8.20 4.75  -0.32
F 1.16 7.74 3.49  0.07
O 2.18 8.85 5.16  0.14
H -0.06 9.88 3.88  0.14
H -1.03 8.91 5.01  0.14
H 0.79 7.36 5.42  0.18

***

Record 3
ORCA calculation (the ωB97M-V functional and the def2-TZVPD basis) on C34H52BN3P2SV as an isolated structure.

Output
max |F|	0.947	eV/A
total charge	+2
calculated total energy	-3540.3876	hartree
⟨S²⟩	0.83
energy above the lowest of the compared OMol25 structures with the same formula, charge and spin	0.00	kJ/mol
LUMO energy (spin up / spin down)	-6.9 / -6.3	eV
multiplicity	2
orbital gap (spin up / spin down)	6.19 / 6.83	eV

Last column: Mulliken spin population.
Geometry (Å):
V -0.31 0.19 -0.01  1.31
C 0.21 2.56 -3.48  0.00
C 1.25 1.45 -3.22  0.00
C 2.12 1.24 -4.46  0.00
C 2.21 1.87 -2.09  0.00
P 0.36 -0.06 -2.55  0.01
C 1.72 -1.31 -2.45  0.01
N 2.14 -1.33 -1.07  0.00
B 1.60 -0.56 0.01  -0.22
N 2.29 -1.00 1.19  -0.01
C 2.02 -0.57 2.54  0.00
P 0.36 0.26 2.55  0.02
C -0.58 -0.70 3.87  -0.01
C -1.91 0.00 4.15  0.00
C 0.22 -0.84 5.17  0.00
C -0.85 -2.12 3.34  0.00
C 0.73 2.03 3.04  -0.01
C -0.56 2.86 2.94  0.01
C 1.74 2.51 1.99  -0.01
C 1.35 2.22 4.43  0.00
C 3.20 -1.98 0.83  -0.01
C 4.08 -2.73 1.62  0.00
C 4.85 -3.68 0.98  0.00
C 4.76 -3.90 -0.40  0.00
C 3.89 -3.16 -1.19  0.00
C 3.11 -2.20 -0.55  -0.02
C -0.94 -0.75 -3.74  0.00
C -2.21 0.08 -3.56  0.00
C -0.48 -0.72 -5.20  0.00
C -1.25 -2.21 -3.39  0.00
H 0.72 3.52 -3.58  0.00
H -0.52 2.65 -2.67  0.00
H -0.33 2.38 -4.41  0.00
H 2.44 2.23 -4.81  0.00
H 1.61 0.76 -5.29  0.00
H 3.03 0.68 -4.24  0.00
H 2.65 2.84 -2.33  0.00
H 3.03 1.16 -1.98  0.00
H 1.72 1.95 -1.12  0.01
H 2.54 -1.02 -3.11  0.00
H 1.37 -2.29 -2.78  0.00
H 2.79 0.12 2.90  0.00
H 2.01 -1.42 3.21  0.00
H -1.79 0.89 4.76  0.00
H -2.56 -0.69 4.71  0.00
H -2.44 0.27 3.23  0.00
H 0.51 0.10 5.62  0.00
H 1.12 -1.46 5.05  0.00
H -0.42 -1.36 5.88  0.00
H -1.65 -2.13 2.61  0.00
H -1.16 -2.74 4.18  0.00
H 0.03 -2.59 2.90  0.00
H -1.12 2.65 2.03  0.01
H -0.31 3.92 2.95  0.00
H -1.23 2.68 3.78  0.00
H 1.45 2.23 0.97  0.01
H 2.74 2.12 2.17  0.00
H 1.81 3.60 2.03  0.00
H 0.61 2.11 5.22  0.00
H 1.74 3.24 4.49  0.00
H 2.18 1.53 4.62  0.00
H 4.17 -2.56 2.69  0.00
H 5.55 -4.27 1.56  0.00
H 5.39 -4.65 -0.86  0.00
H 3.82 -3.33 -2.26  0.00
H -2.09 1.11 -3.89  0.00
H -2.55 0.09 -2.52  0.00
H -3.02 -0.36 -4.15  0.00
H -0.44 0.30 -5.59  0.00
H -1.22 -1.26 -5.79  0.00
H 0.48 -1.21 -5.35  0.00
H -1.53 -2.36 -2.35  0.00
H -0.43 -2.89 -3.63  0.00
H -2.11 -2.52 -4.00  0.00
C -0.51 3.74 -0.40  0.01
C -1.79 2.99 -0.32  0.04
C -2.99 3.73 -0.37  -0.01
C -4.19 3.10 -0.29  0.01
C -4.23 1.69 -0.14  0.00
C -5.47 1.02 -0.06  0.00
C -5.50 -0.34 0.07  0.00
C -4.29 -1.05 0.13  0.00
C -3.07 -0.42 0.05  -0.02
S -1.64 -1.48 0.10  -0.10
C -3.01 0.99 -0.09  0.08
N -1.79 1.66 -0.18  -0.12
H -0.52 4.42 -1.25  0.00
H 0.35 3.10 -0.48  0.00
H -0.39 4.36 0.50  0.01
H -2.92 4.81 -0.48  0.00
H -5.12 3.65 -0.32  0.00
H -6.38 1.60 -0.11  0.00
H -6.45 -0.87 0.14  0.00
H -4.32 -2.13 0.24  0.00

***

Record 4
ORCA calculation (the ωB97M-V functional and the def2-TZVPD basis) on a 9-piece molecular cluster, C34H52N2O12 overall at a distorted geometry.

Output
max |F|	6.021	eV/A
total charge	-1
calculated total energy	-2339.0137	hartree
⟨S²⟩	0.75
LUMO energy (spin up / spin down)	1.8 / 1.8	eV
multiplicity	2
orbital gap (spin up / spin down)	1.60 / 8.00	eV

Last column: Mulliken spin population.
Geometry (Å):
O 23.86 -13.37 26.40  -0.02
C 23.73 -14.36 27.07  0.03
O 24.05 -15.63 26.70  -0.05
C 23.83 -16.59 27.75  0.04
C 22.78 -15.91 28.57  0.01
C 23.17 -14.47 28.46  0.03
H 24.78 -16.59 28.28  -0.01
H 23.54 -17.58 27.41  0.00
H 22.97 -16.24 29.59  -0.01
H 21.73 -16.04 28.33  0.00
H 23.88 -14.09 29.19  0.00
H 22.32 -13.81 28.67  0.00
O 24.22 -14.25 20.14  -0.19
C 25.37 -14.71 19.90  0.20
O 26.50 -13.87 19.70  -1.34
C 27.68 -14.59 19.33  1.97
C 27.22 -16.08 19.29  -0.08
C 25.77 -16.15 19.80  0.49
H 28.50 -14.52 20.04  -0.32
H 27.96 -14.15 18.37  0.14
H 27.86 -16.55 20.04  -0.10
H 27.50 -16.65 18.41  -0.39
H 25.72 -16.67 20.76  0.02
H 25.05 -16.64 19.14  0.14
O 25.98 -3.70 23.28  0.00
C 26.07 -4.98 23.27  -0.01
O 25.63 -5.78 24.22  0.00
C 25.91 -7.12 23.97  -0.01
C 25.95 -7.12 22.48  0.12
C 26.50 -5.78 22.11  0.00
H 25.07 -7.69 24.37  0.00
H 26.74 -7.55 24.51  0.01
H 24.95 -7.38 22.13  0.04
H 26.44 -7.94 21.96  -0.07
H 26.09 -5.17 21.31  -0.01
H 27.59 -5.73 22.04  0.01
O 23.16 -10.47 17.03  -0.16
C 24.34 -10.41 16.82  0.36
O 24.84 -9.57 15.94  -0.16
C 26.13 -9.97 15.57  -0.03
C 26.45 -11.24 16.40  0.44
C 25.49 -11.07 17.55  -0.09
H 26.75 -9.16 15.96  0.02
H 26.23 -10.02 14.49  -0.15
H 27.49 -11.39 16.68  -0.47
H 26.15 -12.17 15.92  0.02
H 25.81 -10.33 18.29  0.24
H 25.01 -11.87 18.11  0.35
O 17.03 -9.12 18.07  0.00
C 18.14 -9.66 18.12  0.00
O 19.20 -9.07 18.83  -0.01
C 20.44 -9.77 18.75  0.03
C 20.19 -10.59 17.47  0.01
C 18.68 -10.89 17.49  -0.01
H 20.82 -10.25 19.65  0.02
H 21.25 -9.11 18.43  -0.01
H 20.78 -11.50 17.57  0.00
H 20.60 -10.08 16.60  0.02
H 18.44 -11.78 18.09  0.00
H 18.26 -11.20 16.53  0.00
N 27.17 -11.37 27.49  0.00
C 26.24 -10.52 26.88  0.05
C 26.36 -9.33 27.52  0.01
C 27.15 -9.52 28.65  0.00
C 27.63 -10.78 28.61  0.01
H 27.15 -12.37 27.34  0.00
H 25.73 -10.90 26.01  -0.04
H 25.95 -8.37 27.23  0.00
H 27.31 -8.83 29.47  0.00
H 28.45 -11.22 29.15  0.00
N 22.69 -16.14 21.78  0.02
C 22.42 -17.52 21.66  0.06
C 22.26 -17.99 22.93  -0.06
C 22.71 -17.08 23.85  0.08
C 22.96 -15.92 23.10  0.01
H 22.89 -15.57 20.97  -0.02
H 22.26 -18.06 20.73  0.00
H 21.95 -18.99 23.17  0.00
H 22.62 -17.11 24.93  -0.02
H 23.22 -14.96 23.54  -0.01
C 21.98 -8.03 24.43  -0.01
C 20.93 -8.85 25.10  0.02
O 19.75 -8.59 24.86  -0.01
C 21.33 -10.03 25.96  -0.01
H 22.76 -7.60 25.06  0.00
H 21.48 -7.16 24.01  -0.01
H 22.28 -8.68 23.61  0.03
H 22.12 -9.73 26.65  0.00
H 21.71 -10.91 25.44  0.02
H 20.52 -10.24 26.66  -0.01
C 24.00 -12.49 22.54  0.21
C 24.51 -11.04 22.52  -0.39
O 25.34 -10.61 23.36  -0.07
C 23.80 -10.20 21.44  -0.11
H 23.74 -12.67 23.58  0.09
H 24.97 -12.96 22.37  -0.06
H 23.25 -12.72 21.78  -0.03
H 24.44 -10.23 20.56  0.14
H 23.70 -9.23 21.93  0.02
H 22.80 -10.51 21.15  0.05